10
Properties=species:S:1:pos:R:3 method="wB97M-V/def2-TZVPD" e_tot_ev=-14575.593 orbital_gap_ev="10.43 / 6.98" e_lumo_ev="0.66 / -1.32" relative_energy_kcal_mol=77.3
H 1.75049 -1.63924 0.21725
H 1.55129 1.09137 -0.42329
N -1.38222 1.15494 1.14698
H -0.50149 1.51565 1.62491
H 0.61686 -2.40451 -0.91497
O -2.32108 0.80530 1.85747
O -1.12422 0.50182 -0.05149
H 0.00527 0.29257 -2.11944
C 0.97880 -1.51541 -0.53797
Si 0.42629 0.19751 -0.79945